No. 1
5 unconnected molecules or ions with the total composition C50H60F33INO10P at a distorted geometry. Source: OMol25; level of theory: the ωB97M-V functional and the def2-TZVPD basis.

```
! RIJCOSX wB97M-V def2-TZVPD def2/J DEFGRID3
* xyz 0 1
H -3.623 -7.753 -2.216
H 10.636 -3.323 4.179
H 3.014 0.545 4.401
C -0.833 8.566 2.504
C -1.805 -4.919 1.736
C -0.533 -4.037 1.453
F -13.110 -3.829 -6.633
C 5.151 12.467 -0.883
F 3.992 12.412 -1.564
H -7.032 -7.827 -5.342
H 2.231 -0.910 3.730
O 3.210 10.142 0.849
C 5.347 11.288 0.075
H 4.769 2.847 3.472
H -3.289 -6.970 -5.124
H 7.320 1.755 7.178
H 0.480 -2.151 3.023
F 6.509 1.936 3.224
C 4.255 11.071 1.140
H -3.818 -6.144 -0.844
H 3.856 12.016 1.514
C -2.806 -5.976 -0.386
H -5.033 -5.512 -5.502
H -3.922 -4.802 1.186
H 11.174 -3.344 2.536
H 0.921 5.341 -3.730
F 8.393 -6.517 3.132
F 9.951 -5.204 5.286
O -11.268 -1.687 -6.534
H -5.287 -6.475 -3.551
F 1.021 10.221 0.707
F 1.197 10.510 -2.119
H 9.582 1.073 5.922
H -7.301 -5.787 -3.770
H -5.584 -8.264 -3.357
F -13.617 -2.882 -4.380
P -0.285 5.836 -2.030
F -11.614 -5.217 -5.887
C 1.487 3.443 1.704
H -1.082 -2.189 0.264
F 7.759 -4.470 4.416
C 0.684 3.580 -0.660
H -1.454 -6.019 -3.670
H 1.104 -1.286 0.180
H -2.464 -6.917 0.096
C -13.521 -0.862 -5.682
C 0.695 5.664 0.712
C 6.723 1.117 6.524
F 11.508 -6.609 4.791
H -11.541 -0.604 -4.767
H -1.208 9.485 1.984
O -1.919 5.707 -1.938
H 8.089 -2.515 4.327
C 1.388 1.291 0.197
C 2.150 10.572 0.050
H -1.476 8.382 3.402
H -11.798 0.213 -6.269
O 1.377 0.856 -0.920
C 2.068 0.172 3.929
H -8.542 -4.526 -4.316
H -2.903 -3.832 0.066
H -13.875 -1.096 -3.552
H -1.936 -2.405 1.832
F 5.076 3.955 5.745
H -3.066 -5.296 -3.389
H 5.188 13.415 -0.338
O 0.225 7.201 -2.292
C -2.338 -6.054 -2.988
C -7.198 -5.186 -5.938
H 4.764 10.625 1.995
C 1.860 1.013 2.640
H 0.142 -4.143 2.336
F 6.752 -3.161 3.010
C -8.004 -5.465 -4.577
H -1.472 -5.984 1.738
H -8.784 -6.251 -4.742
C 1.309 -1.111 1.261
H -2.036 -8.232 -2.902
F 7.957 -0.858 6.356
F 9.173 -2.287 2.019
H 9.906 -7.790 3.206
C 0.079 -1.626 2.121
C -5.979 -7.484 -5.447
O 2.657 2.922 3.780
C 2.052 2.549 2.812
H -2.256 -4.701 2.734
C 0.431 7.176 0.885
C 5.816 2.969 3.754
O 5.656 1.844 5.917
F -13.966 -1.380 -6.849
F 8.699 1.998 4.407
H -7.860 -5.463 -6.795
F 6.288 4.097 3.170
C 0.934 0.328 4.983
H -1.714 -4.450 -1.633
C 7.925 -3.366 3.661
F -11.159 -2.846 -4.626
C -0.942 -2.510 1.320
C -11.786 -4.077 -6.597
F -15.438 -1.726 -4.603
H 0.182 8.811 2.888
C 2.133 9.923 -1.340
F 3.315 10.047 -1.978
H 0.025 -4.393 0.548
C 7.602 0.235 5.617
C -11.988 -0.730 -5.755
H 0.481 3.067 -1.618
C -2.887 -7.519 -3.018
C 1.544 0.416 1.469
H 1.281 7.632 1.455
C 8.897 0.862 5.095
N -0.882 7.395 1.587
H -5.580 -6.160 -7.130
F 8.874 -7.673 4.907
C 0.419 5.015 -0.543
F 7.174 3.475 5.674
H -0.814 -5.970 -1.383
C -14.091 -1.626 -4.484
H 1.903 8.856 -1.263
F 6.146 12.479 -1.805
H -11.448 -4.250 -7.623
C 9.068 -3.489 2.651
O 10.877 -5.180 3.248
H 2.232 -1.652 1.590
H -0.479 -0.740 2.521
F -14.019 0.406 -5.620
F 9.518 -0.005 4.251
C 9.413 -7.045 3.836
F 8.774 -4.393 1.687
C -10.994 -2.929 -5.961
F 1.119 1.288 5.942
O 0.162 4.884 -3.321
H 6.213 0.427 7.198
O -0.012 -0.361 4.985
F 6.842 -0.234 4.601
H -5.420 -8.218 -6.083
C -3.674 -7.725 -4.395
F 6.511 11.513 0.750
C 10.463 -3.812 3.219
H -6.990 -4.088 -5.950
F 2.148 11.919 0.006
I 1.568 5.887 3.680
C 1.225 4.848 1.810
C -2.945 -4.784 0.647
C -5.868 -6.014 -6.058
C 10.420 -5.984 4.292
C -5.202 -7.473 -4.054
C 1.190 2.801 0.420
H 0.367 7.743 -0.071
H -1.512 7.669 0.829
H -2.150 4.859 -2.370
H -3.537 -8.769 -4.755
F 5.526 10.133 -0.603
F -9.678 -3.152 -6.159
C 5.957 3.050 5.277
C -1.847 -5.564 -1.569
*
```

- Orbital gap: 0.27968 Eh
- SMILES: CCCCCCCCCCCCCCCCC1=C(CC(=O)F)C(=O)c2c(cc(P(=O)(O)O)c(CNC)c2I)C1=O.FC(F)C(F)(F)COC(F)(F)C(F)F.FC(F)C(F)(F)COC(F)(F)C(F)F.FC(F)C(F)(F)COC(F)(F)C(F)F.FC(F)C(F)(F)COC(F)(F)C(F)F

***

No. 2
5 unconnected molecules or ions with the total composition C50H60N3O19S3 at a distorted geometry. Source: OMol25; level of theory: the ωB97M-V functional and the def2-TZVPD basis.

```
! RIJCOSX wB97M-V def2-TZVPD def2/J DEFGRID3
* xyz 1 1
H 2.861 1.704 0.828
H -5.316 -0.332 -4.943
O 4.554 -3.045 -0.911
H -6.618 0.809 -5.285
C 0.160 -0.291 -3.141
O 5.430 -8.350 3.749
O 0.826 9.058 -3.840
C 6.425 -6.251 4.024
H -4.272 -2.614 -3.949
H -3.819 -5.404 0.966
H 4.717 -7.682 1.314
O -1.997 5.989 -1.694
H 2.321 5.054 -2.214
O -0.025 4.273 -1.271
H 3.205 0.018 -0.609
C -3.380 -2.815 -3.426
C 3.006 -1.476 -3.093
H 0.306 0.205 -0.440
C 1.050 2.249 4.388
H -4.567 -0.275 -1.141
H 2.473 0.886 -1.946
O 2.798 7.301 -3.481
H -2.868 -4.206 -0.666
C 1.391 2.700 5.596
C -0.971 -4.557 -1.716
C 1.712 6.976 -3.044
S -3.281 2.164 -0.697
C 1.223 -3.030 -3.722
C 5.271 -6.939 1.871
H -1.430 -5.913 0.530
C -6.166 -0.703 -2.441
S -2.423 2.824 -3.406
C 3.691 -3.594 -1.536
H 2.198 -2.728 -0.414
H -3.939 8.514 8.338
O 1.063 0.527 2.804
C -0.674 7.610 -2.782
H -0.691 -0.741 -3.640
H 1.144 1.883 0.370
C -3.529 -6.342 0.489
C -0.449 -2.020 -1.529
C -2.588 7.171 5.126
N 0.705 -1.154 -2.042
H 3.601 -2.159 -3.692
C -2.363 -4.978 -1.233
H 2.415 2.671 -0.550
H -2.985 -5.388 -2.017
C -0.883 -3.188 -2.503
O 0.350 2.997 3.524
H -0.984 4.300 -1.070
H -2.123 -2.244 0.591
C 1.752 -2.150 -2.534
O 6.633 -3.668 1.608
H -0.203 -2.461 -0.575
H -0.599 -5.326 -2.388
H 1.940 -4.633 -4.735
O 5.242 -5.384 0.119
C 1.116 -0.405 -0.821
H -5.676 -1.661 -2.635
H 1.121 3.684 5.939
C 5.674 -7.280 3.229
C -2.019 6.141 7.770
C -0.912 6.344 -2.109
O -6.856 -0.218 -3.569
H -5.778 1.007 -1.232
C -3.449 1.851 -2.292
O 2.485 2.190 7.620
C -1.031 1.793 -3.942
H 3.379 0.306 7.669
H 5.593 -4.479 -0.010
H -1.989 -7.072 -0.757
C 2.227 -3.120 -1.429
C 0.249 5.413 -1.908
S 1.547 -2.275 -5.403
O -3.952 8.714 6.266
O 6.750 -6.601 5.263
N -4.325 0.935 -2.818
C -2.254 -1.359 -0.017
C -1.437 5.529 6.589
H 3.674 -1.126 -2.316
H -4.603 1.985 -4.605
C -2.839 7.193 7.649
H -2.834 7.606 4.167
H -0.839 1.241 -1.883
H -2.874 -0.570 0.381
C 2.555 0.484 6.022
H 1.778 9.031 -4.055
H -1.350 1.071 -4.693
H -1.762 5.716 8.730
H 3.909 -4.436 -2.206
C 0.555 7.915 -3.223
H 0.228 2.449 2.729
H 6.407 -7.507 5.386
H 2.485 -0.944 4.449
H 7.288 -4.311 4.068
H -0.352 -4.520 -0.822
C 6.745 -5.058 3.506
H 0.458 -2.711 -6.064
H -2.088 -0.444 -1.826
C -5.226 1.527 -3.843
C -3.188 7.771 6.309
O -3.393 7.788 8.697
H -3.489 -7.107 1.256
H 1.651 -4.041 -1.376
C 5.589 -5.745 1.355
H 0.872 -0.153 -3.945
O -0.167 -3.318 -3.718
C -5.995 0.401 -4.494
H 1.469 -4.963 -3.204
H -4.308 -6.552 -0.239
C -0.234 1.149 -2.781
C -2.178 -6.143 -0.224
C 2.316 0.558 -0.924
C 1.476 5.715 -2.350
C -5.187 0.302 -1.818
H -0.658 4.807 4.517
C -1.766 6.122 5.245
N 1.950 -4.288 -3.787
C 2.161 1.774 0.007
H -0.359 2.483 -4.442
C -2.256 -2.940 -2.991
O -0.695 4.562 6.642
C 2.205 0.037 4.806
H -6.918 -0.898 -1.683
C 2.155 1.851 6.503
O -1.200 5.546 4.185
C -1.669 -1.196 -1.174
H 0.640 1.770 -2.615
H 2.822 -0.609 -3.724
O 3.267 -0.243 6.868
C 1.425 0.879 3.918
H 1.288 -1.045 0.035
H -1.515 8.277 -2.906
H -5.893 2.239 -3.357
C 6.363 -4.727 2.142
*
```

- Orbital gap: 0.27973 Eh

***

Number 1: calculated total energy -181854.4075 eV. Number 2: calculated total energy -128688.0977 eV.